[1]
A molecular structure, C45H46N7O4SZr at a distorted geometry, computed with the ωB97M-V functional and the def2-TZVPD basis.

## Properties
Multiplicity = 1
Charge = +1
Strongest force on any atom = 1.95 eV/Å
HOMO-LUMO gap = 4.99 eV
HOMO level = -0.303 hartree
LUMO energy = -3.24 eV

CARTESIAN COORDINATES (ANGSTROEM)
Zr  0.45  0.02  -0.32
C  2.39  -2.86  1.41
N  2.62  -1.43  1.17
C  2.77  -0.74  2.47
C  1.64  -0.91  3.46
C  0.26  -0.43  2.98
N  0.46  0.64  1.98
C  -2.23  1.17  2.27
C  -3.15  1.01  1.14
C  -4.54  0.87  1.24
C  -5.34  0.69  0.11
C  -4.78  0.63  -1.15
C  -3.40  0.77  -1.28
C  -2.63  0.95  -0.16
O  -1.26  1.14  -0.22
C  3.92  -1.24  0.50
C  4.10  -1.91  -0.85
C  2.93  -1.65  -1.80
N  2.41  -0.29  -1.57
C  3.03  0.64  -2.20
C  2.92  2.06  -1.97
C  3.66  2.94  -2.79
C  3.67  4.29  -2.55
C  2.94  4.79  -1.47
C  2.21  3.94  -0.65
C  2.19  2.56  -0.89
O  1.49  1.76  -0.11
H  3.17  -3.29  2.05
H  2.38  -3.41  0.47
H  1.43  -3.02  1.89
H  2.89  0.32  2.24
H  3.69  -1.08  2.94
H  1.94  -0.34  4.35
H  1.56  -1.95  3.79
H  -0.32  -0.09  3.83
H  -0.30  -1.25  2.57
H  -2.56  1.19  3.30
H  -4.99  0.91  2.23
H  -6.41  0.59  0.22
H  -5.40  0.49  -2.03
H  -2.92  0.72  -2.26
H  4.71  -1.61  1.17
H  4.07  -0.17  0.40
H  4.24  -2.99  -0.74
H  5.02  -1.51  -1.28
H  2.16  -2.38  -1.60
H  3.24  -1.78  -2.83
H  3.78  0.34  -2.94
H  4.23  2.52  -3.62
H  4.24  4.96  -3.19
H  2.94  5.85  -1.26
H  1.64  4.32  0.19
C  -0.33  2.70  -2.52
O  0.05  1.32  -2.45
C  -0.03  0.59  -3.60
C  -0.02  1.18  -4.85
C  -0.12  0.38  -5.97
C  -0.24  -0.99  -5.84
C  -0.25  -1.57  -4.58
C  -0.13  -0.78  -3.44
N  -0.12  -1.29  -2.08
N  -0.09  -2.54  -2.04
C  -0.24  -3.27  -0.91
C  -0.69  -2.72  0.31
O  -0.71  -1.45  0.45
C  -1.16  -3.57  1.34
C  -1.06  -4.91  1.20
C  -0.50  -5.53  0.03
C  -0.37  -6.93  -0.06
C  0.15  -7.51  -1.18
C  0.57  -6.69  -2.25
C  0.46  -5.32  -2.18
C  -0.09  -4.72  -1.03
H  -1.27  2.79  -3.06
H  0.45  3.28  -3.01
H  -0.47  3.03  -1.50
H  0.06  2.26  -4.95
H  -0.12  0.84  -6.95
H  -0.34  -1.62  -6.72
H  -0.37  -2.64  -4.46
H  -1.59  -3.12  2.22
H  -1.40  -5.56  2.01
H  -0.71  -7.55  0.77
H  0.25  -8.58  -1.25
H  1.00  -7.15  -3.13
H  0.79  -4.70  -3.00
N  0.84  2.50  3.98
C  -0.39  2.63  3.55
S  -0.72  1.80  1.91
N  -1.23  3.38  4.23
C  -2.57  3.79  3.88
C  -3.49  3.91  4.91
C  -4.79  4.30  4.62
C  -5.16  4.55  3.30
C  -4.22  4.44  2.28
C  -2.92  4.08  2.57
H  1.44  1.92  3.39
H  1.21  2.98  4.78
H  -0.92  3.72  5.12
H  -3.20  3.68  5.93
H  -5.51  4.39  5.42
H  -6.18  4.84  3.07
H  -4.51  4.63  1.26
H  -2.18  4.02  1.78

---

[2]
C5H9F2N in the gas phase at a distorted geometry, computed with the ωB97M-V functional and the def2-TZVPD basis.

## Properties
Multiplicity = 1
Charge = 0
Strongest force on any atom = 8.88 eV/Å
HOMO-LUMO gap = 10.03 eV
HOMO level = -0.344 hartree
LUMO energy = 0.68 eV
SMILES = C=C(F)[C@](C)(N)CF

CARTESIAN COORDINATES (ANGSTROEM)
C  -0.59  1.28  0.50
C  -0.36  -0.23  0.30
C  -1.32  -0.77  -0.81
C  1.09  -0.50  -0.20
C  1.88  0.36  -1.02
H  0.30  1.85  0.93
H  -0.58  1.67  -0.43
H  -1.51  1.57  1.13
H  0.28  -1.54  1.52
H  0.79  -0.11  2.01
H  -1.21  -0.06  -1.77
H  -1.27  -1.84  -1.15
H  2.77  -0.04  -1.37
H  1.40  1.41  -1.01
N  -0.24  -0.63  1.58
F  -2.69  -0.73  -0.41
F  1.25  -1.70  0.19

---

[3]
C16H32O in the gas phase, computed with the ωB97M-V functional and the def2-TZVPD basis.

## Properties
Multiplicity = 1
Charge = 0
Strongest force on any atom = 0.46 eV/Å
HOMO-LUMO gap = 10.75 eV
HOMO level = -0.358 hartree
LUMO energy = 1.00 eV
SMILES = CCCCCCCCCCCCCCCC=O

CARTESIAN COORDINATES (ANGSTROEM)
C  6.22  -2.54  1.00
C  5.59  -3.40  -0.09
C  4.08  -3.56  0.08
C  3.30  -2.26  -0.15
C  1.79  -2.49  -0.07
C  0.97  -1.25  -0.40
C  1.10  -0.14  0.64
C  0.17  1.05  0.38
C  -1.09  1.06  1.26
C  -2.06  -0.10  1.02
C  -2.74  -0.11  -0.36
C  -3.65  1.10  -0.62
C  -3.01  2.15  -1.51
C  -3.89  3.39  -1.70
C  -3.97  4.25  -0.44
C  -4.83  3.67  0.64
O  -4.60  3.72  1.82
H  -5.77  3.22  0.26
H  -2.98  4.46  -0.04
H  -4.44  5.21  -0.70
H  -4.89  3.09  -2.00
H  -3.47  4.00  -2.50
H  -2.05  2.46  -1.09
H  -2.81  1.71  -2.49
H  -3.92  1.54  0.34
H  -4.57  0.76  -1.09
H  -3.33  -1.03  -0.42
H  -1.98  -0.17  -1.14
H  -2.85  -0.04  1.78
H  -1.54  -1.04  1.16
H  -0.78  1.02  2.30
H  -1.62  2.00  1.12
H  -0.11  1.07  -0.67
H  0.71  1.98  0.58
H  0.91  -0.55  1.63
H  2.14  0.22  0.63
H  -0.08  -1.54  -0.48
H  1.27  -0.87  -1.38
H  1.52  -3.29  -0.78
H  1.53  -2.84  0.93
H  3.59  -1.53  0.59
H  3.55  -1.86  -1.14
H  3.86  -3.94  1.08
H  3.73  -4.31  -0.64
H  5.80  -2.96  -1.07
H  6.05  -4.39  -0.06
H  7.30  -2.52  0.88
H  5.86  -1.51  0.94
H  5.99  -2.93  1.98

---

[4]
A molecular structure, C4H6CdF12N2O11S4 at a distorted geometry, computed with the ωB97M-V functional and the def2-TZVPD basis.

## Properties
Multiplicity = 1
Charge = 0
Strongest force on any atom = 5.31 eV/Å
HOMO-LUMO gap = 10.51 eV
HOMO level = -0.407 hartree
LUMO energy = -0.57 eV

CARTESIAN COORDINATES (ANGSTROEM)
Cd  0.26  0.43  0.35
C  -3.43  -0.08  -1.90
F  -3.26  1.14  -2.38
F  -4.71  -0.36  -1.96
F  -2.77  -0.95  -2.60
S  -2.88  -0.20  -0.09
O  -4.03  -0.25  0.76
O  -2.02  -1.36  -0.07
N  -1.68  1.02  0.14
S  -2.53  2.24  0.68
O  -3.73  2.56  -0.02
O  -2.54  2.22  2.12
C  -1.42  3.73  0.23
F  -2.12  4.83  0.35
F  -0.39  3.76  1.06
F  -0.99  3.68  -1.03
C  3.99  -0.21  -0.20
F  3.51  -0.04  -1.43
F  5.18  -0.79  -0.30
F  4.16  0.94  0.43
S  2.86  -1.36  0.83
O  3.57  -2.61  0.84
O  2.68  -0.70  2.10
N  1.34  -1.24  -0.02
S  1.13  -2.49  -1.00
O  0.05  -2.16  -1.91
O  2.29  -3.03  -1.64
C  0.41  -3.88  0.10
F  1.42  -4.57  0.61
F  -0.35  -3.41  1.07
F  -0.30  -4.68  -0.67
O  1.78  1.64  1.11
H  2.37  1.36  1.82
H  2.23  2.38  0.67
O  -0.27  -0.27  2.43
H  0.26  -0.45  3.22
H  -1.19  -0.36  2.72
O  0.38  1.05  -1.76
H  1.11  0.98  -2.40
H  -0.35  1.47  -2.24

---

[5]
4 unconnected molecules or ions with the total composition C22H51N4O5 at a distorted geometry, computed with the ωB97M-V functional and the def2-TZVPD basis.

## Properties
Multiplicity = 2
Charge = +2
Strongest force on any atom = 5.10 eV/Å
HOMO-LUMO gap (spin up / spin down) = 7.61 / 3.28 eV
HOMO level (spin up / spin down) = -0.469 / -0.469 hartree
LUMO energy (spin up / spin down) = -5.16 / -9.49 eV

CARTESIAN COORDINATES (ANGSTROEM)
C  -11.60  -2.27  0.22
C  -11.81  -3.30  1.38
C  -12.81  -3.01  2.48
N  -12.76  -4.03  3.67
C  -13.44  -5.38  3.24
C  -13.65  -3.46  4.80
C  -13.35  -4.32  6.02
C  -11.96  -4.85  5.83
C  -11.48  -4.20  4.45
H  -11.10  -1.44  0.72
H  -12.52  -1.87  -0.20
H  -10.92  -2.61  -0.57
H  -10.87  -3.29  1.93
H  -11.88  -4.36  1.14
H  -13.76  -2.98  1.94
H  -12.66  -2.02  2.90
H  -12.78  -5.98  2.63
H  -14.35  -5.26  2.65
H  -13.54  -6.23  3.91
H  -14.68  -3.56  4.46
H  -13.63  -2.38  4.91
H  -14.11  -5.09  6.17
H  -13.27  -3.60  6.84
H  -11.71  -5.91  5.75
H  -11.38  -4.43  6.65
H  -10.77  -4.95  4.10
H  -11.06  -3.20  4.48
C  -13.75  0.11  -3.50
C  -13.96  1.54  -3.03
C  -14.52  1.67  -1.56
N  -14.08  2.88  -0.70
C  -12.65  2.65  -0.11
C  -15.01  3.39  0.46
C  -14.68  4.87  0.55
C  -14.11  5.33  -0.83
C  -13.98  4.10  -1.69
H  -13.02  -0.40  -2.87
H  -13.53  -0.14  -4.54
H  -14.66  -0.45  -3.27
H  -14.72  2.06  -3.61
H  -12.93  1.90  -3.08
H  -13.97  0.89  -1.02
H  -15.59  1.59  -1.38
H  -12.63  3.45  0.63
H  -11.99  2.89  -0.94
H  -12.52  1.61  0.20
H  -14.74  2.90  1.39
H  -16.00  2.97  0.29
H  -13.94  5.10  1.32
H  -15.48  5.47  0.98
H  -13.12  5.77  -0.80
H  -14.70  6.08  -1.36
H  -13.11  4.16  -2.34
H  -14.94  4.06  -2.21
N  -14.67  0.08  2.75
O  -14.31  1.03  3.47
O  -15.09  -0.85  3.28
O  -14.64  0.19  1.54
C  -14.60  -0.78  7.34
O  -14.86  0.58  6.89
C  -16.19  0.64  6.38
C  -16.63  2.06  6.23
N  -15.76  2.99  5.42
C  -16.41  4.23  5.41
C  -17.47  4.21  4.18
O  -17.22  3.19  3.15
C  -18.37  2.87  2.35
H  -15.15  -0.93  8.27
H  -13.57  -0.88  7.67
H  -14.74  -1.56  6.60
H  -16.96  0.31  7.07
H  -16.18  0.07  5.46
H  -16.69  2.37  7.28
H  -17.64  1.98  5.82
H  -16.00  2.78  4.46
H  -15.81  5.07  5.06
H  -16.78  4.37  6.43
H  -17.78  5.18  3.78
H  -18.41  4.00  4.68
H  -18.79  3.74  1.85
H  -19.14  2.52  3.04
H  -18.20  2.14  1.56

---

[6]
4 unconnected molecules or ions with the total composition C30H41BrClFIN2O15 at a distorted geometry, computed with the ωB97M-V functional and the def2-TZVPD basis.

## Properties
Multiplicity = 1
Charge = +1
Strongest force on any atom = 3.91 eV/Å
HOMO-LUMO gap = 7.92 eV
HOMO level = -0.453 hartree
LUMO energy = -4.41 eV

CARTESIAN COORDINATES (ANGSTROEM)
C  -3.43  7.39  1.52
C  -3.41  6.71  0.53
C  -3.47  5.74  -0.60
C  -3.05  4.38  -0.05
C  -2.93  3.27  -1.14
C  -1.85  2.23  -0.83
O  -1.85  1.12  -1.63
C  -3.00  0.26  -1.46
C  -4.12  0.48  -2.51
N  -1.55  2.01  0.63
C  -2.58  1.66  1.64
C  -2.41  0.27  2.32
C  -1.68  -0.81  1.48
C  -0.46  -1.41  2.27
C  -0.74  -2.85  2.77
C  0.55  -3.41  3.39
O  1.37  -4.06  2.40
C  2.66  -3.74  2.49
C  3.48  -3.43  1.20
O  3.27  -3.69  3.52
C  -0.34  2.16  0.99
Br  0.42  1.99  2.69
C  0.63  2.54  -0.16
I  1.69  4.36  0.31
C  1.45  1.24  -0.42
C  2.94  1.37  -0.03
O  3.72  1.94  -0.69
Cl  3.45  0.57  1.49
C  -0.46  2.93  -1.22
F  -0.53  4.25  -1.51
O  -0.11  2.37  -2.50
N  1.04  3.11  -2.97
O  0.91  3.39  -4.08
H  -3.54  8.02  2.37
H  -2.76  6.10  -1.35
H  -4.49  5.77  -0.98
H  -2.04  4.51  0.37
H  -3.67  4.03  0.78
H  -2.76  3.69  -2.13
H  -3.92  2.80  -1.19
H  -3.42  0.26  -0.45
H  -2.62  -0.76  -1.63
H  -3.76  1.10  -3.33
H  -4.95  0.96  -1.98
H  -4.50  -0.46  -2.87
H  -2.58  2.47  2.38
H  -3.55  1.71  1.13
H  -1.98  0.43  3.31
H  -3.43  -0.09  2.51
H  -2.36  -1.65  1.33
H  -1.36  -0.48  0.49
H  -0.25  -0.83  3.17
H  0.43  -1.40  1.63
H  -1.14  -3.48  1.97
H  -1.50  -2.80  3.56
H  0.34  -4.11  4.20
H  1.10  -2.56  3.81
H  4.55  -3.56  1.40
H  3.35  -2.39  0.89
H  3.23  -4.09  0.37
H  1.44  0.90  -1.45
H  1.03  0.42  0.19
C  5.15  -6.36  2.35
C  5.41  -7.73  2.94
O  4.56  -8.57  2.17
C  4.33  -7.96  0.98
O  3.80  -8.46  0.05
O  4.80  -6.68  1.00
H  6.03  -5.72  2.38
H  4.32  -5.83  2.80
H  6.45  -8.05  2.81
H  5.16  -7.78  4.00
C  6.05  3.57  0.51
C  7.34  2.85  0.20
O  8.27  3.49  1.08
C  7.57  4.02  2.12
O  8.05  4.47  3.10
O  6.23  3.96  1.87
H  5.18  2.93  0.40
H  5.92  4.47  -0.10
H  7.30  1.79  0.45
H  7.65  2.97  -0.83
C  -6.71  -2.21  -6.78
C  -7.17  -2.38  -5.35
O  -5.97  -2.14  -4.61
C  -5.15  -1.38  -5.38
O  -4.15  -0.88  -4.99
O  -5.62  -1.28  -6.64
H  -7.48  -1.81  -7.43
H  -6.33  -3.14  -7.21
H  -7.92  -1.64  -5.06
H  -7.56  -3.37  -5.15

---

> Look up the strongest force on any atom of the third one.

0.46 eV/Å